[1]
The following is a quantum chemistry calculation of one molecule with the formula CH4OS3, from the OMol25 dataset.

Geometry as XYZ:
```
9
Properties=species:S:1:pos:R:3:forces:R:3
C -0.3388 -0.0397 1.5075 1.29 -0.48 2.04
O -1.1450 -0.1821 -1.3996 -0.69 -0.12 0.53
S 1.1683 -0.1711 0.4639 -0.81 0.05 0.27
S 1.3361 -0.8931 -2.8086 -0.47 0.04 1.14
S 0.2770 -0.0279 -1.4228 2.34 2.41 -2.28
H -0.6488 -1.0361 1.7856 -0.13 -0.28 -0.19
H -1.1524 0.4804 1.1143 -1.07 0.78 -1.32
H -0.1571 0.4789 2.4875 0.56 -0.33 -1.01
H 0.6607 1.3908 -1.7278 -1.02 -2.06 0.82
```
Positions in Å, forces in eV/Å.

HOMO	-0.34551	hartree
HOMO-LUMO gap	9.22	eV
DFT total energy	-1310.22421	Ha

Atom charges from the Löwdin analysis, given in e for atoms 1 to 8: number 1, C, carries -0.423; number 2, O, carries -0.485; number 3, S, carries 0.595; number 4, S, carries 0.187; number 5, S, carries -0.021; number 6, H, carries 0.030; number 7, H, carries 0.006; number 8, H, carries 0.060


[2]
The following is a quantum chemistry calculation of a 2-piece molecular cluster, CH4S2 overall, from the OMol25 dataset.

Geometry as XYZ:
```
7
Properties=species:S:1:pos:R:3:forces:R:3
C 1.7240 0.5163 0.2906 0.11 1.55 0.80
S -2.2739 -0.3194 0.1741 0.81 -0.45 -0.45
S 1.4755 -1.0558 0.0552 0.28 0.87 0.06
H 2.4127 1.2028 -0.2501 -0.19 -1.08 -0.26
H 1.2741 1.1821 1.0918 -0.05 -1.36 -0.62
H -3.0938 -1.1025 -0.5538 0.26 0.08 0.05
H -1.0943 -0.8560 -0.3352 -1.23 0.38 0.41
```
Positions in Å, forces in eV/Å.

HOMO	-0.33582	hartree
HOMO-LUMO gap	8.41	eV
DFT total energy	-836.81309	Ha

In elementary charge units, the Löwdin charges are: number 1, C, carries -0.590; number 2, S, carries 0.427; number 3, S, carries 0.612; number 4, H, carries 0.012; number 5, H, carries 0.030; number 6, H, carries -0.227; number 7, H, carries -0.264


[3]
The following is a quantum chemistry calculation of one molecule with the formula CH4S2, from the OMol25 dataset.

Geometry as XYZ:
```
7
Properties=species:S:1:pos:R:3:forces:R:3
S 1.8620 -0.1341 -0.8016 0.88 0.76 0.71
S 0.1009 0.8134 -0.9854 -1.73 -0.42 0.03
C -0.8739 -0.2122 0.2132 0.55 0.52 -0.41
H 2.0854 0.7624 0.2037 0.90 -0.87 -0.28
H -1.4896 0.4227 0.8114 -0.41 0.57 0.36
H -1.4955 -0.9092 -0.2995 -0.39 -0.54 -0.48
H -0.1894 -0.7431 0.8582 0.21 -0.03 0.08
```
Positions in Å, forces in eV/Å.

HOMO	-0.33155	hartree
HOMO-LUMO gap	9.70	eV
DFT total energy	-836.85529	Ha

In elementary charge units, the Löwdin charges are: number 1, S, carries 0.281; number 2, S, carries 0.314; number 3, C, carries -0.452; number 4, H, carries -0.176; number 5, H, carries 0.014; number 6, H, carries 0.012; number 7, H, carries 0.007


[4]
The following is a quantum chemistry calculation of one molecule with the formula CH4Se, from the OMol25 dataset.

Geometry as XYZ:
```
6
Properties=species:S:1:pos:R:3:forces:R:3
C 0.6453 -0.1676 -0.3316 -1.75 3.64 3.42
Se -1.0786 0.1327 1.3287 0.58 0.18 -3.69
H 1.3156 0.3415 0.3899 -0.05 0.11 -1.48
H 0.7743 -1.1573 -0.2410 0.28 -3.56 -0.24
H 0.3100 0.2596 -1.2719 0.19 0.10 0.42
H -1.9666 0.5912 0.1259 0.76 -0.48 1.56
```
Positions in Å, forces in eV/Å.

HOMO	-0.32130	hartree
HOMO-LUMO gap	8.64	eV
DFT total energy	-2441.85339	Ha

In elementary charge units, the Löwdin charges are: number 1, C, carries -0.159; number 2, Se, carries 0.429; number 3, H, carries -0.015; number 4, H, carries -0.072; number 5, H, carries 0.013; number 6, H, carries -0.196


[5]
The following is a quantum chemistry calculation of one molecule with the formula CH5BS, from the OMol25 dataset.

Geometry as XYZ:
```
8
Properties=species:S:1:pos:R:3:forces:R:3
B 0.1067 -0.8282 0.4401 0.51 0.78 -0.82
C 0.5840 0.3911 -0.6296 -1.84 -2.55 1.81
S -1.3257 0.5815 -0.3048 1.28 0.78 1.22
H -0.4141 -1.6474 -0.2716 0.73 -0.71 0.70
H 1.0528 1.2670 -0.2766 0.58 0.89 0.12
H 0.3490 -0.9465 1.7221 -0.55 0.50 -2.20
H 0.8161 0.0713 -1.6585 -0.54 0.42 0.52
H -1.1688 1.1112 0.9788 -0.18 -0.10 -1.35
```
Positions in Å, forces in eV/Å.

HOMO	-0.36260	hartree
HOMO-LUMO gap	10.47	eV
DFT total energy	-464.07118	Ha

In elementary charge units, the Löwdin charges are: number 1, B, carries -0.407; number 2, C, carries -0.376; number 3, S, carries 0.762; number 4, H, carries -0.020; number 5, H, carries 0.009; number 6, H, carries 0.047; number 7, H, carries 0.053; number 8, H, carries -0.068


[6]
The following is a quantum chemistry calculation of one molecule with the formula CH5BS, from the OMol25 dataset.

Geometry as XYZ:
```
8
Properties=species:S:1:pos:R:3:forces:R:3
B 1.6208 0.1253 0.1149 -0.75 0.22 0.24
C -1.7645 0.1096 -0.1413 0.70 -2.66 2.82
S -0.1514 -0.4979 0.3485 -0.26 1.24 0.60
H 2.1398 -0.0815 -0.9141 0.17 -0.19 -0.26
H 2.1695 0.5848 1.0353 0.13 0.46 0.29
H -1.9091 0.9198 -0.7402 0.26 2.35 -1.62
H -2.1530 0.1736 0.8696 -0.66 0.51 -0.15
H 0.0479 -1.3338 -0.5728 0.40 -1.94 -1.93
```
Positions in Å, forces in eV/Å.

HOMO	-0.27873	hartree
HOMO-LUMO gap	6.53	eV
DFT total energy	-463.96552	Ha

In elementary charge units, the Löwdin charges are: number 1, B, carries -0.147; number 2, C, carries -0.377; number 3, S, carries 0.826; number 4, H, carries -0.013; number 5, H, carries -0.025; number 6, H, carries -0.083; number 7, H, carries -0.067; number 8, H, carries -0.114


[7]
The following is a quantum chemistry calculation of a 2-piece molecular cluster, CH5BrN2 overall, from the OMol25 dataset.

Geometry as XYZ:
```
9
Properties=species:S:1:pos:R:3:forces:R:3
C 0.7697 0.8247 0.1973 -0.32 4.15 0.34
N -0.1953 -1.2460 -0.4133 5.58 1.43 2.55
N 0.7573 -0.5219 0.1002 -1.49 -4.67 -2.25
Br -2.9289 0.3936 0.3314 0.65 -0.35 -0.26
H 1.3430 1.0843 1.1251 -0.90 -0.50 -0.01
H 1.5784 1.3938 -0.4105 -1.24 -1.56 -0.08
H -0.2203 1.3462 0.1032 0.73 -0.43 0.09
H 0.0065 -2.2314 -0.3795 0.30 -0.35 0.21
H -1.1104 -1.0434 -0.6538 -3.30 2.26 -0.60
```
Positions in Å, forces in eV/Å.

HOMO (spin up / spin down)	-0.28910 / -0.28910	hartree
HOMO-LUMO gap (spin up / spin down)	5.22 / 5.22	eV
DFT total energy	-2724.51044	Ha

Atom charges from the Löwdin analysis, given in e for atoms 1 to 8: number 1, C, carries -0.137; number 2, N, carries 0.197; number 3, N, carries 0.034; number 4, Br, carries -0.503; number 5, H, carries 0.121; number 6, H, carries 0.157; number 7, H, carries 0.042; number 8, H, carries 0.142


[8]
The following is a quantum chemistry calculation of CH5BrN2 as an isolated structure, from the OMol25 dataset.

Geometry as XYZ:
```
9
Properties=species:S:1:pos:R:3:forces:R:3
C -0.6974 -1.1836 -0.0249 2.59 0.60 1.62
N 0.3056 1.5077 0.0758 -3.72 0.10 3.95
N 0.7679 0.3056 0.4979 -4.09 -1.58 1.10
Br 2.3131 -0.0530 -0.1792 3.52 -0.85 -1.65
H -0.0894 -2.0852 0.2797 -0.85 0.89 -1.30
H -1.1694 -0.8375 0.8768 -0.77 0.15 -0.13
H -1.1209 -0.9248 -0.9996 0.40 -0.47 0.34
H -0.7467 1.4673 0.2899 2.18 0.62 -0.38
H 0.4372 1.8036 -0.8163 0.74 0.54 -3.57
```
Positions in Å, forces in eV/Å.

HOMO (spin up / spin down)	-0.28185 / -0.28779	hartree
HOMO-LUMO gap (spin up / spin down)	8.00 / 8.29	eV
DFT total energy	-2724.43717	Ha

Atom charges from the Löwdin analysis, given in e for atoms 1 to 8: number 1, C, carries 0.012; number 2, N, carries -0.132; number 3, N, carries -0.744; number 4, Br, carries 0.687; number 5, H, carries 0.035; number 6, H, carries -0.006; number 7, H, carries 0.024; number 8, H, carries 0.119


[9]
The following is a quantum chemistry calculation of one molecule with the formula CH5Cl2PSi, from the OMol25 dataset.

Geometry as XYZ:
```
10
Properties=species:S:1:pos:R:3:forces:R:3
C -0.8967 0.9874 0.5561 1.80 -0.52 1.37
Si 1.0156 0.1773 -0.1350 -3.54 0.16 2.05
P 0.5395 -1.7911 -1.2194 -0.92 -0.80 0.52
Cl 2.0563 1.4687 -1.2852 0.05 0.12 -0.26
Cl 2.1674 -0.2186 1.5725 -0.45 0.11 -0.72
H -1.5741 1.4226 -0.1342 -0.14 0.27 -1.45
H -1.5279 0.2552 1.0928 0.74 -0.46 -0.44
H -0.8335 1.7717 1.3423 0.78 -0.28 -0.48
H -0.1416 -2.5818 -0.1554 1.07 0.93 -0.45
H -0.8050 -1.4914 -1.6345 0.61 0.47 -0.13
```
Positions in Å, forces in eV/Å.

HOMO	-0.35115	hartree
HOMO-LUMO gap	10.07	eV
DFT total energy	-1592.39605	Ha

Atom charges from the Löwdin analysis, given in e for atoms 1 to 8: number 1, C, carries -0.229; number 2, Si, carries -0.437; number 3, P, carries 0.498; number 4, Cl, carries 0.270; number 5, Cl, carries 0.191; number 6, H, carries -0.024; number 7, H, carries 0.007; number 8, H, carries 0.008


[10]
The following is a quantum chemistry calculation of one molecule with the formula CH5ClNO3P, from the OMol25 dataset.

Geometry as XYZ:
```
12
Properties=species:S:1:pos:R:3:forces:R:3
C -0.9604 0.1868 0.6040 0.90 -2.10 2.89
N -1.4493 -0.8457 -0.2605 -0.43 1.66 -0.81
O 1.4794 1.5160 1.1190 0.07 -0.09 0.29
O 0.7804 1.3621 -1.2924 0.05 -0.07 1.06
O 1.4287 -0.8953 -0.1160 0.40 1.17 0.49
P 0.7823 0.6666 0.1711 -0.15 -0.98 -1.38
Cl 3.1468 -1.0869 0.0725 -1.47 0.40 -0.16
H -1.0535 -0.0521 1.7991 0.80 0.40 -2.59
H -1.5670 1.0176 0.5144 -0.98 2.14 -0.40
H 0.5737 0.9407 -2.1310 -0.16 -0.52 0.31
H -2.3417 -1.2528 -0.1276 -0.95 0.23 0.56
H -0.8194 -1.5571 -0.3527 1.93 -2.24 -0.28
```
Positions in Å, forces in eV/Å.

HOMO	-0.36468	hartree
HOMO-LUMO gap	9.22	eV
DFT total energy	-1123.12683	Ha

Atom charges from the Löwdin analysis, given in e for atoms 1 to 8: number 1, C, carries -0.306; number 2, N, carries -0.024; number 3, O, carries -0.272; number 4, O, carries -0.131; number 5, O, carries -0.739; number 6, P, carries 0.475; number 7, Cl, carries 0.627; number 8, H, carries 0.148


Copy entry 7 word for word.
The following is a quantum chemistry calculation of a 2-piece molecular cluster, CH5BrN2 overall, from the OMol25 dataset.

Geometry as XYZ:
```
9
Properties=species:S:1:pos:R:3:forces:R:3
C 0.7697 0.8247 0.1973 -0.32 4.15 0.34
N -0.1953 -1.2460 -0.4133 5.58 1.43 2.55
N 0.7573 -0.5219 0.1002 -1.49 -4.67 -2.25
Br -2.9289 0.3936 0.3314 0.65 -0.35 -0.26
H 1.3430 1.0843 1.1251 -0.90 -0.50 -0.01
H 1.5784 1.3938 -0.4105 -1.24 -1.56 -0.08
H -0.2203 1.3462 0.1032 0.73 -0.43 0.09
H 0.0065 -2.2314 -0.3795 0.30 -0.35 0.21
H -1.1104 -1.0434 -0.6538 -3.30 2.26 -0.60
```
Positions in Å, forces in eV/Å.

HOMO (spin up / spin down)	-0.28910 / -0.28910	hartree
HOMO-LUMO gap (spin up / spin down)	5.22 / 5.22	eV
DFT total energy	-2724.51044	Ha

Atom charges from the Löwdin analysis, given in e for atoms 1 to 8: number 1, C, carries -0.137; number 2, N, carries 0.197; number 3, N, carries 0.034; number 4, Br, carries -0.503; number 5, H, carries 0.121; number 6, H, carries 0.157; number 7, H, carries 0.042; number 8, H, carries 0.142